Entry from the OMol25 dataset: C35H30BF4IrN3SSb as an isolated structure at a distorted geometry (ωB97M-V/def2-TZVPD).

HOMO energy (spin up / spin down) = -0.4984 / -0.5272 Ha
Energy = -2682.73312 a.u.
Gap between HOMO and LUMO (spin up / spin down) = 0.283 / 0.248 Ha
Expectation value of S² = 6.013
Relative energy (zero: lowest compared OMol25 entry of this formula, charge and spin) = 0.432 eV
2S+1 = 5
Net charge = +2

Atoms and positions in Å:
Ir (-0.5432, -1.1703, 0.8082)
Sb (0.8812, 1.7576, -1.6468)
S (-0.0663, -0.4123, -1.2426)
F (-1.2245, 0.7833, 4.6026)
F (-0.4693, -0.4185, 2.7233)
F (0.5226, 1.6213, 3.3553)
F (0.8469, -0.2335, 4.6843)
N (-1.3865, -3.1763, 0.8066)
N (1.1340, -2.5879, 1.3694)
N (-2.7821, -0.9381, 1.0049)
C (4.3444, 2.6240, 0.7504)
C (-1.9657, 4.9224, -1.0196)
C (2.8073, 0.3685, -3.4586)
C (3.8136, 2.7610, 2.0279)
C (2.3707, -2.1950, 1.7171)
C (-3.3930, 0.2455, 1.1694)
C (-3.4971, -2.0533, 0.7585)
C (3.3306, -0.0295, -4.6786)
C (-0.7943, 2.9603, -1.7221)
C (-2.7138, -3.3165, 0.7048)
C (3.3900, -3.1379, 1.8412)
C (-4.8647, -2.0178, 0.6198)
C (-4.7789, 0.3308, 1.0562)
C (-0.5606, -4.2236, 0.9029)
C (-2.5702, 1.4491, 1.5107)
C (1.6039, 2.3074, 1.2004)
C (3.5120, 2.3294, -0.3215)
C (-0.8170, 4.1431, -0.9877)
C (2.8397, 0.5178, -5.8591)
C (-3.0205, 3.3343, -2.5054)
C (-3.0578, 4.5185, -1.7756)
C (0.8647, -3.8946, 1.1673)
C (-2.4299, -5.6787, 0.6690)
C (1.3012, 1.8905, -4.6225)
C (2.1485, 2.1746, -0.0777)
C (-1.8844, 2.5401, -2.4835)
C (-3.2713, -4.5782, 0.6270)
C (1.8356, 1.4759, -5.8345)
C (1.8405, -4.8587, 1.2599)
C (2.6274, -0.7532, 2.0015)
C (-5.5142, -0.7982, 0.7687)
C (-1.0634, -5.5087, 0.8261)
C (3.1293, -4.4675, 1.6003)
C (1.7977, 1.3305, -3.4482)
C (2.4512, 2.5988, 2.2571)
B (-0.0293, 0.5559, 4.0206)
H (3.2446, 0.1923, -6.8082)
H (-1.6284, 1.4567, 0.9592)
H (5.4064, 2.7492, 0.5854)
H (0.5244, 2.6457, -4.6014)
H (-3.9474, 5.1344, -1.8003)
H (2.0459, 2.6936, 3.2558)
H (-3.1160, 2.3639, 1.2900)
H (0.5431, 2.1750, 1.3866)
H (3.9225, 2.2324, -1.3195)
H (3.1843, -0.0649, -2.5395)
H (4.1186, -0.7702, -4.7098)
H (-3.8771, 3.0301, -3.0926)
H (3.6855, -0.5210, 1.8947)
H (1.6171, -5.9002, 1.0808)
H (2.3235, -0.5243, 3.0235)
H (-5.2619, 1.2873, 1.2017)
H (2.0563, -0.1062, 1.3397)
H (-4.3395, -4.7138, 0.5564)
H (-1.8557, 1.6148, -3.0469)
H (-0.4154, -6.3676, 0.9073)
H (1.4650, 1.9015, -6.7575)
H (-2.3254, 1.4369, 2.5749)
H (4.4688, 3.0012, 2.8553)
H (-5.4294, -2.9132, 0.4059)
H (-2.0039, 5.8445, -0.4551)
H (0.0385, 4.4617, -0.4039)
H (-6.5899, -0.7413, 0.6688)
H (-2.8446, -6.6760, 0.6061)
H (4.3785, -2.8094, 2.1315)
H (3.9163, -5.2055, 1.6839)